{
  "formula": "C36H29BCl5F4MoN3O3SSi",
  "method": "ωB97M-V with the def2-TZVPD basis set",
  "multiplicity": 3,
  "lumo_ev": [-0.73, -1.20],
  "symbols": ["Mo", "O", "S", "O", "N", "C", "C", "C", "C", "C", "C", "C", "C", "N", "C", "C", "C", "C", "C", "C", "C", "H", "H", "H", "H", "H", "H", "H", "H", "H", "H", "H", "C", "Si", "C", "C", "N", "C", "C", "C", "C", "C", "C", "O", "C", "C", "C", "C", "C", "C", "H", "H", "H", "H", "H", "H", "H", "H", "H", "H", "H", "H", "H", "H", "H", "H", "H", "H", "Cl", "C", "C", "C", "Cl", "C", "Cl", "C", "Cl", "C", "Cl", "F", "B", "F", "F", "F"],
  "xyz": [[-0.146861, 0.570886, -0.152797], [-0.192890, 4.286588, 0.425311], [0.746466, 3.209109, 0.418436], [0.882394, 2.470693, -0.873637], [0.333865, 1.951932, 1.310111], [0.672120, 1.571861, 2.595189], [1.019837, 2.351987, 3.664770], [1.331358, 1.731346, 4.895271], [1.288969, 0.374187, 5.046033], [0.929871, -0.446975, 3.948850], [0.926929, -1.859829, 3.972229], [0.650163, -2.552347, 2.831462], [0.323894, -1.854286, 1.657507], [0.266150, -0.535952, 1.612262], [0.608977, 0.171060, 2.739014], [2.293516, 3.850072, 0.941084], [2.346680, 5.199689, 1.274756], [3.552965, 5.731779, 1.700364], [4.676130, 4.920899, 1.790768], [4.606260, 3.576663, 1.453602], [3.410124, 3.027200, 1.020901], [1.060022, 3.429075, 3.571479], [1.610489, 2.354600, 5.733617], [1.541639, -0.088073, 5.990139], [1.178400, -2.378093, 4.888485], [0.686306, -3.631074, 2.797678], [0.091702, -2.384809, 0.746877], [1.456673, 5.806000, 1.201022], [3.614922, 6.779030, 1.961372], [5.614452, 5.341655, 2.126979], [5.481844, 2.946981, 1.525362], [3.343634, 1.982400, 0.758934], [-4.336533, -1.019895, -0.471022], [-2.770659, -1.616967, 0.382725], [-2.715473, -3.489710, 0.579924], [-2.783615, -1.022530, 2.148865], [-1.375745, -1.032093, -0.554227], [-1.052178, -1.766251, -1.705811], [-1.914733, -2.679918, -2.331627], [-1.486252, -3.481928, -3.375691], [-0.182142, -3.401617, -3.843453], [0.664474, -2.442230, -3.311666], [0.194093, -1.615934, -2.312700], [0.955918, -0.540118, -1.829942], [1.752141, 0.152291, -2.787165], [3.021567, 0.535026, -2.411097], [3.785442, 1.268530, -3.309519], [3.286551, 1.601883, -4.558026], [2.012354, 1.187718, -4.920012], [1.234879, 0.455422, -4.036791], [-4.775777, -0.194039, 0.092442], [-5.091365, -1.804518, -0.544620], [-4.130150, -0.657463, -1.479359], [-3.718452, -3.852720, 0.816882], [-2.082604, -3.729803, 1.437018], [-2.350944, -4.056071, -0.272178], [-3.811207, -1.121306, 2.509016], [-2.496300, 0.012156, 2.287388], [-2.151014, -1.639727, 2.786304], [-2.937517, -2.762004, -1.994822], [-2.180964, -4.180840, -3.821503], [0.167156, -4.053314, -4.631434], [1.669770, -2.311083, -3.685878], [3.415323, 0.265266, -1.448581], [4.783758, 1.568173, -3.019806], [3.888953, 2.172347, -5.251727], [1.613584, 1.429712, -5.895548], [0.256321, 0.108869, -4.336403], [-1.315999, 1.344443, -2.662495], [-2.424119, 1.882835, -1.433701], [-1.999730, 1.698640, -0.127437], [-2.814294, 2.291839, 0.840413], [-2.360418, 2.372222, 2.511828], [-4.031515, 2.897032, 0.506799], [-5.049714, 3.554214, 1.729310], [-4.441424, 2.982097, -0.821056], [-5.943437, 3.702891, -1.236094], [-3.606130, 2.493724, -1.818494], [-4.029799, 2.626816, -3.478146], [2.728024, -2.007236, 0.090468], [3.374552, -0.946530, 0.720822], [2.525371, 0.232358, 0.558731], [4.590065, -0.654773, 0.125361], [3.500544, -1.173673, 2.083747]],
  "atomic_forces_ev_per_a": [[0.3584, 0.3845, -0.9582], [0.0713, 0.0257, -0.0321], [-0.0909, -0.0161, 0.1590], [-0.2286, -0.2492, 0.1336], [0.1866, 0.1876, 0.2841], [-0.0273, 0.0352, -0.0236], [0.0210, -0.0066, 0.0356], [-0.0135, 0.0095, -0.0362], [-0.0335, -0.0268, -0.0417], [0.0422, -0.0079, 0.0778], [0.0257, 0.0339, 0.0178], [0.0059, 0.0439, -0.0829], [0.0172, 0.0122, 0.0743], [-0.0968, -0.1877, 0.3388], [0.0103, -0.0497, -0.0816], [0.0397, -0.0009, -0.0261], [0.0325, -0.0476, 0.0396], [-0.0337, -0.0049, -0.0080], [0.0046, 0.0142, 0.0048], [-0.0238, -0.0179, -0.0125], [0.0162, 0.0547, -0.0137], [-0.0040, 0.0061, -0.0010], [0.0094, 0.0172, 0.0131], [0.0078, -0.0151, 0.0222], [0.0065, -0.0012, 0.0225], [-0.0033, -0.0089, -0.0013], [0.0394, 0.0030, 0.0050], [-0.0314, 0.0246, -0.0121], [-0.0036, 0.0205, 0.0037], [0.0159, 0.0074, 0.0066], [0.0195, -0.0191, 0.0005], [-0.0035, -0.0398, -0.0073], [0.0291, -0.0259, -0.0185], [-0.0267, 0.0695, -0.0647], [0.0330, 0.0159, -0.0003], [-0.0003, 0.0272, -0.0448], [0.0723, -0.1045, -0.0189], [-0.0451, -0.0164, 0.0694], [0.0293, -0.0166, -0.0009], [0.0265, 0.0113, 0.0010], [-0.0098, -0.0010, 0.0068], [-0.0580, 0.0338, -0.0082], [0.0773, -0.0421, -0.0208], [-0.0133, 0.1597, 0.1151], [-0.0085, -0.0162, 0.0661], [-0.0344, -0.0028, -0.0883], [0.0064, -0.0014, 0.0087], [-0.0069, -0.0082, 0.0096], [-0.0062, -0.0172, 0.0107], [0.0471, 0.0187, -0.0291], [-0.0062, 0.0573, 0.0043], [-0.0337, -0.0279, 0.0181], [0.0041, -0.0099, -0.0324], [-0.0398, 0.0037, 0.0180], [0.0204, -0.0205, 0.0228], [0.0035, -0.0237, -0.0237], [-0.0361, -0.0163, 0.0211], [0.0101, 0.0203, 0.0252], [0.0290, -0.0233, 0.0284], [-0.0295, -0.0138, -0.0113], [-0.0144, -0.0143, -0.0108], [-0.0017, -0.0090, -0.0109], [0.0250, 0.0113, -0.0052], [0.0271, -0.0260, 0.0506], [0.0081, 0.0087, -0.0075], [0.0057, 0.0092, -0.0096], [0.0014, 0.0119, -0.0252], [-0.0033, -0.0422, 0.0029], [-0.0987, -0.0234, 0.0857], [-0.0527, 0.0150, -0.0962], [-0.0830, 0.0034, 0.1154], [-0.0368, 0.0079, 0.0336], [0.0354, -0.0113, -0.0410], [-0.0315, 0.0117, 0.0134], [0.0105, 0.0017, -0.0101], [-0.0026, -0.0076, -0.0253], [0.0128, -0.0026, 0.0029], [0.0106, -0.0214, -0.0055], [0.0034, -0.0016, 0.0311], [-0.0806, -0.1035, -0.0912], [-0.0847, 0.0036, 0.2084], [-0.1744, -0.0439, -0.2263], [0.1648, 0.0326, -0.0547], [-0.0100, -0.0207, 0.1111]]
}